The following is a DFT calculation (ωB97M-V with the def2-TZVPD basis set) of a 2-piece molecular cluster, C5H12O2 overall.

Computed properties:
Kohn-Sham gap (eV): 9.456
F_max (eV/A): 0.7
E_LUMO (eV): 0.7
Energy above the lowest of the compared OMol25 structures with the same formula, charge and spin (kcal per mole): 28.1

Last column: Mulliken charge in e.
Geometry (Å):
H1 -1.32 1.68 -0.76  0.265
O1 -0.76 -0.97 2.10  -0.675
C1 1.10 0.74 0.07  -0.150
H2 -1.02 -0.64 1.23  0.389
H3 2.84 1.28 1.26  0.372
O2 -1.46 -1.63 -1.33  -0.496
H4 2.92 -0.35 0.59  0.342
H5 -2.70 0.72 -1.29  0.436
H6 0.45 1.46 0.57  0.266
C2 -1.61 0.81 -1.35  -1.226
C3 2.25 0.39 1.03  -1.346
H7 -2.42 -1.57 -1.28  0.333
H8 1.50 1.23 -0.82  0.323
H9 -1.36 1.03 -2.40  0.287
H10 1.85 -0.01 1.97  0.306
H11 -0.41 -1.85 1.89  0.330
C4 0.31 -0.46 -0.36  -0.696
C5 -0.90 -0.44 -0.93  0.378
H12 0.75 -1.44 -0.20  0.560


The following is a DFT calculation (ωB97M-V with the def2-TZVPD basis set) of a 3-piece molecular cluster, C5H12O2 overall at a distorted geometry.

Computed properties:
Kohn-Sham gap (eV): 9.012
F_max (eV/A): 6.2
E_LUMO (eV): 0.4
Energy above the lowest of the compared OMol25 structures with the same formula, charge and spin (kcal per mole): 72.9

Last column: Mulliken charge in e.
Geometry (Å):
H1 1.36 0.92 -1.71  0.246
C1 1.08 -0.14 0.78  1.038
C2 1.63 1.25 0.29  -0.394
C3 1.39 1.68 -0.97  -0.609
H2 -1.99 -1.81 0.84  0.302
H3 -0.85 -0.37 -2.28  0.333
H4 0.58 0.80 2.63  0.346
H5 -3.22 -1.29 0.00  0.304
H6 1.23 2.76 -1.22  0.218
O1 -1.33 0.10 -2.98  -0.637
O2 -2.41 -1.02 0.53  -0.642
H7 0.34 -0.99 2.71  0.338
H8 -1.87 0.70 -2.48  0.306
C4 0.19 -0.12 2.08  -1.051
H9 0.59 -2.15 0.09  0.362
C5 1.01 -1.24 -0.13  -1.275
H10 1.43 -1.11 -1.10  0.355
H11 1.76 2.03 1.04  0.281
H12 -0.93 0.00 1.86  0.180


The following is a DFT calculation (ωB97M-V with the def2-TZVPD basis set) of one molecule with the formula C5H12O2 at a distorted geometry.

Computed properties:
Kohn-Sham gap (eV): 10.691
F_max (eV/A): 4.9
E_LUMO (eV): 0.9
Energy above the lowest of the compared OMol25 structures with the same formula, charge and spin (kcal per mole): 24.8

Last column: Mulliken charge in e.
Geometry (Å):
H1 1.02 1.51 -0.13  0.469
H2 -0.45 1.92 1.77  0.434
H3 2.25 -0.58 0.65  0.353
H4 1.74 0.45 2.01  0.412
H5 -1.59 1.60 0.47  0.371
H6 -1.96 -1.08 -0.26  0.375
C1 1.40 -0.18 1.20  -1.463
H7 1.64 0.13 -2.00  0.316
H8 -1.25 0.34 1.70  0.322
H9 -1.22 0.30 -2.41  0.357
H10 0.86 -1.01 1.64  0.296
O1 1.21 -0.62 -1.58  -0.642
C2 -0.95 -1.35 -0.57  -1.594
C3 -0.83 1.15 1.10  -1.377
H11 -0.48 -1.96 0.20  0.325
H12 -0.99 -1.94 -1.48  0.467
C4 0.52 0.62 0.26  0.350
O2 -0.77 0.79 -1.71  -0.540
C5 -0.14 -0.10 -0.86  0.768


The following is a DFT calculation (ωB97M-V with the def2-TZVPD basis set) of a 2-piece molecular cluster, C5H12O2 overall at a distorted geometry.

Computed properties:
Kohn-Sham gap (eV): 9.865
F_max (eV/A): 1.9
E_LUMO (eV): 0.9
Energy above the lowest of the compared OMol25 structures with the same formula, charge and spin (kcal per mole): 52.2

Last column: Mulliken charge in e.
Geometry (Å):
H1 -2.88 0.00 0.88  0.324
C1 -2.16 0.28 -1.19  -1.075
O1 4.49 -1.04 -2.99  -0.642
C2 0.86 0.60 2.14  -0.542
H2 -1.48 -0.28 -1.82  0.307
H3 -0.04 -0.99 0.17  0.378
H4 -3.18 0.33 -1.57  0.340
H5 -1.90 1.33 -1.06  0.285
C3 -0.89 -0.59 0.74  -0.262
O2 1.09 1.69 1.31  -0.525
H6 -2.75 -1.46 -0.08  0.303
H7 4.33 -1.32 -3.89  0.319
H8 5.12 -0.32 -3.09  0.322
H9 1.66 -0.16 2.10  0.244
H10 0.92 0.88 3.19  0.298
H11 -1.19 -0.01 2.75  0.331
C4 -2.26 -0.51 0.14  -0.404
H12 0.80 1.56 0.40  0.353
C5 -0.52 0.00 1.89  -0.353


The following is a DFT calculation (ωB97M-V with the def2-TZVPD basis set) of a 3-piece molecular cluster, C5H12O3 overall at a distorted geometry.

Computed properties:
Kohn-Sham gap (eV): 9.415
F_max (eV/A): 2.0
E_LUMO (eV): 0.6
Energy above the lowest of the compared OMol25 structures with the same formula, charge and spin (kcal per mole): 56.9

Last column: Mulliken charge in e.
Geometry (Å):
H1 -1.46 -1.82 -2.44  0.335
C1 -0.78 -0.96 -2.40  -1.310
H2 2.72 -2.11 1.09  0.322
H3 -2.35 0.02 -0.42  0.350
C2 -1.30 0.03 -0.16  -0.350
C3 -0.88 0.54 1.17  0.183
C4 -0.43 -0.49 -1.02  0.297
O1 3.52 -2.59 1.04  -0.641
H4 -1.47 -0.26 -2.90  0.307
H5 0.06 -1.12 -3.07  0.332
H6 0.43 -0.01 2.52  0.312
H7 -1.27 1.95 2.78  0.287
O2 1.02 2.07 -0.81  -0.635
H8 0.31 1.77 -0.24  0.412
C5 -1.49 1.52 1.82  -0.977
O3 0.31 0.00 1.57  -0.405
H9 0.88 3.01 -0.86  0.294
H10 3.87 -3.01 1.85  0.316
H11 -2.35 2.03 1.39  0.272
H12 0.65 -0.56 -0.92  0.300


The following is a DFT calculation (ωB97M-V with the def2-TZVPD basis set) of one molecule with the formula C5H12O3 at a distorted geometry.

Computed properties:
Kohn-Sham gap (eV): 11.093
F_max (eV/A): 2.4
E_LUMO (eV): 0.7
Energy above the lowest of the compared OMol25 structures with the same formula, charge and spin (kcal per mole): 9.6

Last column: Mulliken charge in e.
Geometry (Å):
H1 2.48 -1.66 -1.03  0.330
H2 -1.81 -1.44 0.35  0.373
C1 1.38 -0.33 -0.13  0.421
H3 3.05 0.44 0.40  0.350
H4 0.62 1.13 2.09  0.461
O1 1.55 -1.54 -0.82  -0.510
C2 -1.13 -0.81 -0.23  -0.630
H5 -1.13 0.94 1.99  0.356
O2 2.41 -0.17 0.78  -0.561
H6 -0.24 1.80 0.71  0.322
H7 -2.52 0.92 -0.06  0.284
H8 -0.78 -1.42 -1.06  0.328
H9 0.85 0.60 -1.74  0.319
H10 0.15 -1.14 1.42  0.304
C3 -2.00 0.37 -0.83  -1.131
O3 1.49 0.73 -1.04  -0.571
H11 -1.39 1.05 -1.42  0.274
C4 -0.01 -0.35 0.68  0.570
C5 -0.21 0.96 1.41  -1.672
H12 -2.75 -0.07 -1.48  0.383


The following is a DFT calculation (ωB97M-V with the def2-TZVPD basis set) of a 2-piece molecular cluster, C5H12O3 overall at a distorted geometry.

Computed properties:
Kohn-Sham gap (eV): 11.150
F_max (eV/A): 1.4
E_LUMO (eV): 1.0
Energy above the lowest of the compared OMol25 structures with the same formula, charge and spin (kcal per mole): 12.0

Last column: Mulliken charge in e.
Geometry (Å):
H1 -0.12 0.85 -1.17  0.412
H2 -2.82 1.83 0.64  0.672
C1 -5.21 0.28 2.09  -1.094
H3 -5.30 -0.76 2.46  0.303
H4 -1.97 1.97 -2.44  0.287
H5 -1.31 -0.18 -0.33  0.266
H6 -6.00 0.45 1.34  0.294
H7 -0.66 0.76 1.77  0.313
C2 -0.52 1.72 1.23  -0.748
H8 -5.38 0.97 2.93  0.285
H9 0.54 1.79 0.93  0.313
O1 -2.97 -0.31 1.40  -0.551
O2 -1.39 1.83 0.13  -0.471
H10 -1.98 0.20 -2.72  0.348
C3 -3.86 0.50 1.48  0.719
H11 -3.17 0.94 -1.60  0.254
C4 -2.13 0.99 -1.96  -1.121
H12 -0.74 2.54 1.93  0.279
C5 -1.16 0.80 -0.81  -0.218
O3 -3.74 1.77 1.02  -0.543


The following is a DFT calculation (ωB97M-V with the def2-TZVPD basis set) of a 2-piece molecular cluster, C5H12O3 overall at a distorted geometry.

Computed properties:
Kohn-Sham gap (eV): 11.149
F_max (eV/A): 2.3
E_LUMO (eV): 0.8
Energy above the lowest of the compared OMol25 structures with the same formula, charge and spin (kcal per mole): 47.2

Last column: Mulliken charge in e.
Geometry (Å):
H1 -1.88 2.33 -0.38  0.262
C1 -1.79 0.30 -0.90  -0.288
H2 -2.54 1.89 -2.04  0.286
H3 -2.07 -0.47 -1.61  0.403
C2 2.00 0.17 -0.31  -0.986
H4 1.46 -1.85 -0.86  0.296
C3 0.99 -0.87 -0.74  -0.297
H5 2.52 -0.12 0.60  0.272
O1 -0.82 0.73 1.29  -0.528
C4 -2.07 1.57 -1.13  -0.776
H6 -0.23 1.35 0.83  0.314
H7 0.49 -0.57 -1.66  0.435
H8 -2.04 -0.80 0.92  0.311
O2 -0.25 -1.22 0.15  -0.507
O3 1.42 -1.37 2.27  -0.673
H9 1.07 -0.65 2.80  0.306
C5 -1.24 -0.26 0.39  0.120
H10 2.76 0.25 -1.09  0.392
H11 0.68 -1.59 1.66  0.392
H12 1.56 1.16 -0.19  0.266


The following is a DFT calculation (ωB97M-V with the def2-TZVPD basis set) of C5H12O3SSi as an isolated structure at a distorted geometry.

Computed properties:
Kohn-Sham gap (eV): 7.787
F_max (eV/A): 6.9
E_LUMO (eV): -1.6
Energy above the lowest of the compared OMol25 structures with the same formula, charge and spin (kcal per mole): 52.2

Last column: Mulliken charge in e.
Geometry (Å):
C1 -3.64 -0.71 1.05  -0.376
H1 2.10 2.11 1.06  0.392
H2 -4.97 -2.28 0.83  0.227
C2 2.24 -0.86 0.65  -1.155
H3 -3.87 -0.35 2.01  0.405
H4 0.08 1.42 -2.19  0.310
H5 3.00 -0.69 -0.04  0.381
O1 -2.54 1.70 0.47  -0.530
C3 -4.36 -1.53 0.27  -0.419
Si1 0.80 0.42 0.08  0.442
H6 1.90 -1.86 0.41  0.309
O2 -2.87 0.13 -1.39  -0.541
S1 -2.54 0.33 0.01  1.232
O3 -0.52 -0.39 0.35  -0.414
C4 0.80 0.65 -1.86  -1.012
H7 -4.29 -1.71 -0.78  0.327
C5 1.08 2.03 1.00  -1.064
H8 0.57 2.04 2.05  0.245
H9 1.82 0.89 -2.29  0.339
H10 0.66 2.89 0.55  0.355
H11 0.45 -0.27 -2.34  0.269
H12 2.42 -0.73 1.70  0.278


The following is a DFT calculation (ωB97M-V with the def2-TZVPD basis set) of a 3-piece molecular cluster, C5H12O4 overall at a distorted geometry.

Computed properties:
Kohn-Sham gap (alpha / beta) (eV): 7.118 / 6.821
F_max (eV/A): 1.6
E_LUMO (alpha / beta) (eV): 0.6 / 0.6
Energy above the lowest of the compared OMol25 structures with the same formula, charge and spin (kcal per mole): 143.5

Last column: Mulliken charge in e.
Geometry (Å):
C1 0.37 0.94 -0.54  -0.752
C2 0.09 -0.24 1.66  -1.423
C3 0.12 -0.17 0.18  0.714
H1 2.40 -1.79 -0.83  0.326
H2 -3.67 0.20 0.37  0.282
H3 -0.92 -0.52 1.97  0.410
O1 -2.72 0.32 0.56  -0.454
H4 2.99 0.55 0.65  0.342
O2 -0.11 -1.32 -0.49  -0.487
O3 -2.34 0.22 -1.74  -0.499
H5 0.33 0.72 2.10  0.312
H6 -2.37 1.95 -0.69  0.329
H7 0.81 -0.98 2.01  0.428
C4 -2.09 0.91 -0.55  -0.116
H8 3.00 0.42 -1.17  0.335
H9 -1.91 -0.64 -1.68  0.379
H10 0.35 0.91 -1.62  0.355
O4 2.78 -1.35 -0.06  -0.483
C5 2.62 0.03 -0.23  -0.637
H11 -0.28 -2.03 0.14  0.333
H12 0.55 1.88 -0.04  0.309


Question: Number 5 is which compound?
Answer: C5H12O3


Question: The highest F_max belongs to which entry?
Answer: C5H12O3SSi


Question: What is the formula in the ninth record?
Answer: C5H12O3SSi